The following is a DFT calculation (wB97M-V/def2-TZVPD) of a molecular structure, C20H19BCsN9O4 at a distorted geometry.

Energy relative to the best compared isomer or geometry (same formula, charge and spin) ... 87.2 kJ/mol

```
! RIJCOSX wB97M-V def2-TZVPD def2/J DEFGRID3
* xyz -2 1
Cs -1.003 -0.498 0.837
C -2.207 -0.064 -3.653
C -2.619 -1.105 -2.799
N -1.586 -1.800 -2.335
N -0.488 -1.215 -2.868
C -0.835 -0.179 -3.658
B 0.971 -1.757 -2.667
N 1.914 -0.577 -2.246
C 2.736 0.116 -3.057
C 3.350 1.102 -2.312
C 2.811 0.923 -1.023
N 1.944 -0.084 -0.986
N 1.003 -2.915 -1.664
C 1.463 -4.165 -1.886
C 1.339 -4.884 -0.720
C 0.773 -3.956 0.182
N 0.574 -2.780 -0.389
H -2.806 0.686 -4.144
H -3.619 -1.373 -2.487
H -0.076 0.419 -4.141
H 1.418 -2.168 -3.728
H 2.837 -0.165 -4.094
H 4.089 1.815 -2.643
H 3.026 1.472 -0.116
H 1.840 -4.438 -2.859
H 1.609 -5.913 -0.546
H 0.504 -4.094 1.221
O 0.681 -1.540 8.412
C -0.311 -0.933 7.946
O -1.352 -0.558 8.522
C -0.357 -0.852 6.403
C 0.694 -1.321 5.625
C 0.617 -1.207 4.248
N -0.425 -0.665 3.606
C -1.453 -0.220 4.349
C -1.446 -0.302 5.741
C -2.672 0.401 3.614
O -3.633 0.715 4.320
O -2.544 0.518 2.351
H 1.552 -1.757 6.122
H 1.431 -1.562 3.620
H -2.290 0.070 6.300
C 0.393 5.069 -2.858
N -0.423 4.028 -2.268
C -1.800 3.929 -2.294
C -2.096 2.788 -1.610
N -0.944 2.193 -1.145
C 0.028 2.970 -1.547
H -0.239 5.694 -3.485
H 1.173 4.632 -3.481
H 0.852 5.697 -2.095
H -2.410 4.661 -2.796
H -3.068 2.360 -1.419
H 1.083 2.785 -1.399
*
```